Record 1
C12H12OSe | ωB97M-V with the def2-TZVPD basis set

maximum force = 5.15 eV Å⁻¹
HOMO level = -7.684 eV
frontier orbital gap = 8.44 eV

Atoms and positions in Å:
1 C -1.277 0.515 1.433
2 H -2.246 1.588 -0.325
3 Se 1.766 -1.311 0.153
4 H 2.726 3.691 0.347
5 H 2.253 -2.694 -2.002
6 C -0.869 -0.716 1.694
7 C -1.265 -1.510 0.448
8 H -0.268 -1.726 -1.497
9 C 0.671 1.298 -0.363
10 H -1.539 1.414 2.077
11 H -0.661 -1.168 2.628
12 C 2.301 -2.718 -0.838
13 C -0.155 -1.169 -0.555
14 H 3.197 -3.102 -0.330
15 O 2.809 1.686 0.196
16 C -1.710 0.600 0.029
17 C -2.444 -0.731 -0.100
18 H -0.653 0.390 -1.816
19 H 0.155 3.499 -0.164
20 H -3.422 -0.770 0.565
21 H -2.693 -1.106 -1.106
22 C 1.913 0.700 -0.153
23 C 0.936 2.709 -0.268
24 H -1.330 -2.537 0.563
25 C 2.234 2.812 0.194
26 C -0.429 0.359 -0.812

***

Record 2
C12H13Cl2MnN2O3S6 | ωB97M-V with the def2-TZVPD basis set

2S+1 = 5
maximum force = 0.58 eV Å⁻¹
HOMO level (alpha / beta) = -6.945 / -7.071 eV
relative energy (zero: lowest compared OMol25 entry of this formula, charge and spin) = 0.000 eV
frontier orbital gap (alpha / beta) = 5.63 / 7.04 eV
expectation value of S² = 6.170

Atoms and positions in Å:
1 H 0.448 4.945 1.027
2 S -7.304 -2.781 1.880
3 H -0.440 1.033 3.605
4 H 0.833 1.806 -2.102
5 Cl -0.696 4.999 -1.014
6 S -2.990 1.038 0.778
7 C 1.862 -1.802 -2.674
8 H 0.130 -2.211 -1.500
9 S -5.472 -0.446 1.740
10 H 0.826 0.204 4.567
11 C 2.274 0.527 -3.023
12 C 1.147 0.788 -2.284
13 H 2.850 1.351 -3.424
14 C 0.124 0.113 3.736
15 H 2.376 -1.994 1.777
16 H 2.107 -2.848 -2.801
17 C -0.028 2.885 0.639
18 O 0.124 2.611 1.811
19 H 2.580 -1.447 3.464
20 C -4.017 -0.378 0.778
21 H -0.540 -0.742 3.861
22 N 0.377 -0.173 -1.748
23 C 0.753 -1.448 -1.950
24 S -4.884 -2.776 0.157
25 H 1.109 -2.369 2.984
26 O -0.461 2.119 -0.301
27 H 4.013 -2.057 -4.155
28 S 1.039 -0.133 2.233
29 C 1.860 -1.646 2.670
30 Cl 2.056 4.147 -0.486
31 S -2.340 -1.555 -0.989
32 N 3.768 -1.103 -3.967
33 O -0.001 -0.571 1.224
34 C 2.662 -0.800 -3.243
35 C -5.970 -2.040 1.285
36 H 4.312 -0.381 -4.401
37 C 0.398 4.284 0.173
38 C -3.748 -1.457 0.046
39 Mn -1.139 0.311 -0.372